1.
Molecular formula: C15H20O15
Method: DFT, wB97M-V/def2-TZVPD

## Properties
- SMILES string: O=C1OCCO1.O=C1OCCO1.O=C1OCCO1.O=C1OCCO1.O=C1OCCO1
- E_HOMO: -10.1 eV
- Frontier orbital gap: 10.30 eV

```
! wB97M-V def2-TZVPD RIJCOSX def2/J DEFGRID3
* xyz 0 1
C 3.828 -0.955 1.950
C -2.337 -3.275 -1.529
H 1.479 1.263 4.052
H 0.355 3.596 4.673
C 5.099 -2.636 2.747
H 3.119 -3.430 3.067
H 1.444 -0.713 -0.795
O 3.393 0.155 1.669
H -2.115 2.934 -3.587
O 3.279 -2.119 1.497
C -2.782 -2.217 -3.582
O -1.711 1.185 1.807
H 0.142 2.640 -1.598
H -1.049 2.740 5.105
O -0.480 0.595 3.627
C -1.031 3.029 -3.518
O -3.684 -3.277 -1.710
H 5.461 -3.009 3.686
H 0.519 0.848 5.435
O -0.610 4.172 -4.365
C -0.484 -1.085 0.267
H 0.943 0.671 0.123
O -0.760 2.737 3.131
O 4.829 -1.206 2.838
C -1.400 0.054 -1.461
H -1.334 3.534 -1.409
C -0.557 3.311 -2.104
H -4.216 -3.999 -3.518
O -0.091 0.324 -1.647
C 0.471 1.318 4.471
H -0.708 -0.823 1.335
O -1.786 -2.726 -2.702
C -1.042 1.441 2.760
C 3.815 -3.213 2.272
H 5.868 -2.779 1.934
H 3.794 -4.044 1.571
H -2.544 -2.558 -4.578
H -0.560 2.112 -3.827
H -2.997 -1.157 -3.436
C -4.024 -2.969 -3.097
H -4.949 -2.365 -3.018
O -1.673 -0.840 -0.517
O 0.301 4.486 -2.302
O -2.271 0.557 -2.132
C -0.223 2.690 4.468
O 0.640 6.014 -3.791
H -0.244 -2.148 0.232
C 0.135 4.970 -3.510
O -1.807 -3.643 -0.540
C 0.556 -0.189 -0.449
*
```



2.
Molecular formula: C15H21As2AuNOSbSe4
Method: DFT, wB97M-V/def2-TZVPD

## Properties
- ⟨S²⟩: 3.771
- E_HOMO (alpha / beta): -10.6 / -10.6 eV
- Frontier orbital gap (alpha / beta): 8.19 / 5.56 eV

```
! wB97M-V def2-TZVPD RIJCOSX def2/J DEFGRID3
* xyz 1 4
H 3.653 2.273 1.254
H 2.880 -0.288 -1.929
C -1.176 6.354 -0.959
H -0.854 -1.505 5.136
H 3.855 -1.303 -0.851
C -2.198 6.035 -0.081
O -1.419 2.661 0.798
H 4.673 1.141 0.344
Au 0.002 0.720 0.147
H 4.753 -1.207 1.288
H 3.556 2.210 -0.513
C -0.290 4.157 -0.617
C 0.629 1.655 3.304
H 5.210 -3.007 2.899
Se -4.939 2.962 -0.896
C -0.213 5.393 -1.224
H -0.107 2.215 2.734
H 0.420 3.363 -0.776
C 4.236 -2.533 2.881
C 3.699 1.621 0.387
H 0.596 -0.639 5.712
C 3.982 -1.503 1.988
H 2.144 -1.680 -1.124
C -2.245 4.783 0.498
Se -4.724 -0.479 -2.652
H -2.979 6.745 0.158
H 0.611 1.961 4.348
C 2.009 -2.316 3.751
C 2.745 -0.863 1.968
N -1.304 3.857 0.224
C 1.773 -1.235 2.904
H 0.602 5.590 -1.906
H -3.022 4.463 1.171
As 0.154 -0.222 3.233
Se -1.658 1.025 -1.963
H 1.239 -2.646 4.433
C -0.288 -0.585 5.081
C 2.869 -0.880 -1.017
Se -1.643 -0.755 2.016
H -0.922 0.233 5.407
H -1.130 7.331 -1.422
Sb -3.826 0.760 -0.635
As 2.320 0.265 0.445
H 1.622 1.819 2.902
C 3.231 -2.971 3.730
H 3.405 -3.813 4.387
*
```



3.
Molecular formula: C15H21BBrF4InN2O3Si
Method: DFT, wB97M-V/def2-TZVPD

## Properties
- E_HOMO: -1.8 eV
- Frontier orbital gap: 6.43 eV

```
! wB97M-V def2-TZVPD RIJCOSX def2/J DEFGRID3
* xyz -2 1
H 0.037 -3.278 -1.885
F -1.478 -0.445 1.869
H -2.399 3.038 4.574
C 3.795 0.166 -3.890
N 1.651 1.211 0.251
C -0.106 -2.242 -1.564
Si -1.948 -1.804 -1.411
H -3.581 3.404 3.277
H -3.777 -1.969 -3.131
H -0.295 2.279 4.054
C 1.926 1.605 2.850
C 2.681 0.577 -3.173
H 1.909 1.961 3.879
F -1.962 -0.512 4.137
N 0.504 1.635 0.888
H 3.857 0.181 -0.039
C 4.945 -0.241 -3.228
H 5.859 -0.558 -1.310
C 2.701 0.593 -1.781
C -2.707 -2.196 -3.119
B -2.146 -1.172 2.898
H -2.172 -2.997 0.770
H 2.148 0.536 2.839
O -2.201 2.497 1.374
H 2.718 2.106 2.294
C 0.594 1.839 2.183
H 1.773 0.886 -3.674
O 0.406 1.229 -1.695
H -3.744 -2.826 0.006
H -2.232 -1.602 -3.904
C 4.968 -0.234 -1.838
C 3.858 0.177 -1.120
H 3.767 0.160 -4.974
H -2.581 -3.256 -3.368
H 0.404 -2.108 -0.605
Br -2.452 3.054 -1.798
C -1.786 2.470 2.577
C -0.480 2.251 2.989
C 1.489 1.039 -1.032
H -2.612 -4.068 -0.576
H 0.381 -1.584 -2.290
O -2.239 -0.281 -1.064
C -2.692 -3.045 -0.190
C -2.839 2.692 3.638
H 5.814 -0.570 -3.786
H -3.324 1.730 3.817
F -3.517 -1.248 2.609
In -1.331 1.382 -0.301
F -1.587 -2.464 2.976
*
```



4.
Molecular formula: C15H21BBrF4InN2O3Si
Method: DFT, wB97M-V/def2-TZVPD

## Properties
- E_HOMO: -1.9 eV
- Frontier orbital gap: 6.55 eV

```
! wB97M-V def2-TZVPD RIJCOSX def2/J DEFGRID3
* xyz -2 1
C -3.762 -0.359 -0.737
Si 1.133 2.019 2.922
H 2.499 2.323 4.988
O -2.687 0.170 1.337
H 0.024 4.172 2.296
H 3.232 3.160 2.152
C 2.575 2.372 1.767
C -2.662 -0.652 -1.601
H -5.870 -0.220 0.811
F -0.268 -3.097 3.325
H 0.720 -2.174 -3.932
H 4.853 -1.674 -5.000
H -5.203 1.333 1.364
C 1.856 1.524 4.596
C -2.956 -1.061 -3.021
H 1.052 1.345 5.318
C -3.716 0.003 0.601
C 1.703 -1.762 -3.743
H -4.746 -0.453 -1.176
C -5.028 0.254 1.316
H 2.447 0.607 4.519
O 0.188 0.849 2.379
H 3.262 0.158 -1.451
H 0.889 4.320 3.847
H -0.680 3.491 3.763
H -4.946 -0.120 2.337
H 5.178 -0.265 -2.989
B -0.575 -3.254 1.962
C 4.021 -1.474 -4.334
F 0.425 -4.014 1.322
C 4.202 -0.686 -3.205
H 2.190 2.685 0.791
C 2.767 -2.015 -4.597
C 3.138 -0.439 -2.346
In -0.680 0.379 0.602
F -1.828 -3.886 1.814
C 0.263 3.662 3.232
H -4.031 -1.083 -3.197
H 3.166 1.463 1.615
H -2.527 -2.044 -3.221
C 1.879 -0.969 -2.613
H -2.479 -0.362 -3.710
F -0.641 -1.962 1.339
C 0.749 -0.676 -1.674
N -0.446 -0.892 -2.148
Br -0.945 2.735 -0.423
N -1.427 -0.585 -1.212
O 1.067 -0.208 -0.515
H 2.622 -2.641 -5.470
*
```



Number 1: M 440.310 g/mol. Number 2: M 1015.750 g/mol. Number 3: M 586.956 g/mol. Number 4: M 586.956 g/mol.